DFT (ωB97M-V/def2-TZVPD) results for a 2-piece molecular cluster, C3H8O overall.

Positions of all 12 atoms, in Å:
C: -1.61 1.39 1.36
C: -1.37 0.44 0.51
C: 0.00 0.00 0.00
H: -2.62 1.72 1.61
H: -0.76 1.94 1.79
H: -2.15 -0.15 0.02
H: 0.01 -1.10 0.11
H: 0.76 0.43 0.67
H: 0.26 0.26 -1.04
O: -2.12 4.00 2.45
H: -2.00 4.96 2.30
H: -2.18 3.61 1.55

Computed properties:
- multiplicity = 1
- total energy (eV) = -5287.192
- total charge = 0
- energy relative to the best compared isomer or geometry (same formula, charge and spin) (kJ/mol) = 92.5
- LUMO (eV) = 0.9546
- SMILES = C=CC.O
- gap between HOMO and LUMO (eV) = 10.903

Mulliken population analysis, charges in e, atoms 1 to 2: C -0.9599; C 0.1966